# 1
# C9H7ClNO4

A 2-piece molecular cluster, C9H7ClNO4 overall in a non-equilibrium geometry (ωB97M-V/def2-TZVPD, the Open Molecules 2025 dataset).

Structure (XYZ):
```
22
Properties=species:S:1:pos:R:3:forces:R:3
C 3.001880 0.144229 -1.072352 -2.632 0.406 2.675
C 2.461991 -1.099505 -0.666536 -1.127 0.508 -1.258
C 2.478528 1.347295 -0.542556 0.597 1.087 -0.669
C 1.263789 -1.067364 0.065876 0.955 -2.027 -0.490
C 1.433741 1.327585 0.355732 0.466 -1.183 -0.742
C 0.795324 0.115845 0.605989 0.337 0.224 0.892
C -2.412845 -1.500480 -0.344340 0.133 2.306 -3.726
C -0.352197 0.001190 1.434620 -3.647 -0.708 -0.415
C -1.962466 0.126499 -0.205664 2.058 -2.233 2.674
N -2.981227 0.837763 0.468903 -0.620 1.646 0.957
O -2.345773 -2.157512 0.628952 0.332 -1.965 3.600
O -3.528530 1.753907 -0.117301 -0.496 0.549 -0.715
O -2.724579 -1.729822 -1.514878 -0.149 0.053 -0.236
O -3.272848 0.573268 1.628401 0.232 -0.754 0.040
Cl -1.350672 0.855869 -1.599355 0.217 0.318 -0.366
H 3.545052 0.320812 -1.903260 2.515 -0.312 -2.401
H 2.718012 -2.056944 -1.167882 0.192 0.864 0.472
H 2.811043 2.394913 -0.912907 -0.218 -2.092 0.551
H 0.674536 -2.037095 0.190372 0.863 1.535 0.052
H 1.051966 2.219020 0.755265 -0.535 1.063 0.542
H -0.676430 -1.049688 1.622796 0.180 1.053 -0.003
H -0.628293 0.680221 2.290122 0.348 -0.340 -1.436
```
Forces are in eV/Å.

Relative energy (zero: lowest compared OMol25 entry of this formula, charge and spin) ... 15.2 kJ/mol
HOMO energy (spin up / spin down) ... -4.66 / -4.66 eV
Total energy ... -1162.9446 hartree
Largest force on an atom ... 4.38 eV/Å
Kohn-Sham gap (spin up / spin down) ... 7.202 / 7.204 eV
Total charge ... -1
LUMO level (spin up / spin down) ... 2.5466 / 2.5463 eV


# 2
# C40H52BN8O2SeV

C40H52BN8O2SeV as an isolated structure in a non-equilibrium geometry (ωB97M-V/def2-TZVPD, the Open Molecules 2025 dataset).

Structure (XYZ):
```
105
Properties=species:S:1:pos:R:3:forces:R:3
V -0.515069 -0.077364 1.776765 0.345 0.712 0.319
C 0.032367 -3.699278 3.935238 0.029 -0.029 -0.030
C 0.080377 -2.968018 2.746995 0.064 -0.041 0.151
N -0.058453 -1.671494 2.998262 0.193 -0.531 0.549
N -0.193869 -1.542951 4.341811 0.119 -0.318 0.310
C -0.144623 -2.754701 4.926178 -0.006 0.115 -0.181
B -0.228040 -0.098973 4.897317 -0.030 -0.074 -0.218
N -1.560424 0.530320 4.435858 -0.064 0.066 0.155
C -2.547400 1.116937 5.127893 -0.028 -0.030 -0.032
C -3.570529 1.416200 4.247598 0.020 0.023 -0.044
C -3.108352 0.974898 3.007321 -0.139 0.027 0.230
N -1.896866 0.440402 3.136361 -1.079 0.475 0.925
N 0.929779 0.638951 4.174389 0.169 0.221 0.393
C 2.233750 0.670897 4.491692 -0.026 0.057 -0.115
C 2.894052 1.398695 3.520519 -0.010 0.001 -0.114
C 1.896475 1.755887 2.611514 0.111 0.133 0.315
N 0.713454 1.289927 3.007561 0.161 -0.095 0.090
N -0.070952 0.033221 6.396392 0.282 0.073 0.017
C 0.523456 1.057433 7.064022 -0.093 0.090 0.050
C 0.409193 0.806221 8.406762 0.001 -0.014 0.020
C -0.284349 -0.416985 8.470351 -0.009 0.112 0.003
N -0.576669 -0.868044 7.265125 -0.103 -0.232 -0.046
H 0.120432 -4.765399 4.048336 -0.014 0.012 0.034
H 0.226278 -3.325995 1.742071 -0.089 0.084 -0.020
H -0.251545 -2.841887 5.991235 0.021 0.005 0.064
H -2.473847 1.273471 6.191406 0.072 -0.060 -0.003
H -4.510492 1.887686 4.472870 0.003 -0.015 -0.002
H -3.602147 1.012019 2.049112 0.079 -0.035 -0.042
H 2.610415 0.182796 5.375590 -0.057 0.024 0.024
H 3.945245 1.621525 3.464385 -0.010 0.025 0.043
H 1.985667 2.344296 1.712264 -0.050 -0.131 -0.098
H 0.960378 1.894946 6.545857 0.006 -0.050 -0.024
H 0.773992 1.406339 9.222152 -0.006 0.015 -0.023
H -0.578611 -0.972842 9.346278 -0.028 -0.044 -0.037
C 3.771500 4.252964 -2.832562 -0.049 -0.017 -0.076
C 2.512553 3.524502 -3.326145 0.072 0.044 -0.039
C 1.438509 4.571788 -3.630020 0.055 -0.073 0.028
C 2.819153 2.770101 -4.630198 -0.013 0.063 0.083
C 2.061969 2.529979 -2.259918 -0.048 0.039 -0.047
C 0.850787 2.639570 -1.592355 -0.014 -0.024 0.023
C 0.504909 1.689450 -0.651539 -0.026 -0.090 0.232
Se -1.207024 1.788644 0.238158 -0.078 0.421 -0.807
C -2.080878 0.489779 -0.897563 0.100 -0.124 0.355
C -2.556183 0.857142 -2.145720 0.002 0.000 0.003
C -2.999776 -0.116728 -3.023090 0.010 0.086 -0.015
C -2.873848 -1.446314 -2.612111 -0.033 0.000 -0.001
C -2.384183 -1.845785 -1.378037 0.059 -0.022 0.258
C -2.035160 -0.836038 -0.443901 -0.242 0.366 -0.745
O -1.633571 -1.103356 0.794468 -1.021 -1.240 -0.706
C -2.057815 -3.314716 -1.094813 0.021 -0.045 0.032
C -0.521405 -3.406912 -0.995701 -0.169 -0.034 0.031
C -2.708514 -3.828486 0.199118 0.029 0.065 -0.091
C -2.510230 -4.236351 -2.231343 0.083 0.063 0.063
C -3.540770 0.201994 -4.415089 -0.014 -0.007 -0.050
C -2.593931 -0.384373 -5.473363 -0.049 0.019 0.039
C -4.936858 -0.416226 -4.578181 0.053 0.038 0.003
C -3.656017 1.709280 -4.653056 0.023 -0.102 0.029
C 1.326306 0.600933 -0.290975 0.060 0.536 -0.551
O 0.912491 -0.219269 0.657733 1.660 -0.509 -0.859
C 2.563871 0.482379 -0.968149 -0.116 -0.152 0.246
C 2.872460 1.451060 -1.919493 -0.017 0.062 0.009
C 3.613806 -0.619305 -0.738353 0.026 -0.092 -0.003
C 4.920689 0.028309 -0.254365 -0.067 0.000 0.007
C 3.236126 -1.693880 0.289429 -0.035 0.092 -0.045
C 3.868840 -1.341874 -2.071259 0.006 -0.004 0.014
H 4.112673 4.977386 -3.576375 0.004 -0.011 0.002
H 4.585941 3.552067 -2.643399 0.005 0.009 0.016
H 3.556810 4.786301 -1.904714 0.039 0.011 0.005
H 1.796009 5.234273 -4.419864 -0.008 0.016 0.005
H 1.216532 5.186528 -2.755592 -0.037 -0.010 -0.005
H 0.515242 4.103363 -3.977264 -0.018 0.028 0.012
H 3.042815 3.475374 -5.433753 0.027 -0.004 0.008
H 1.956602 2.170412 -4.925952 0.021 -0.013 -0.048
H 3.677145 2.106329 -4.518285 -0.020 -0.036 -0.010
H 0.164612 3.452965 -1.786762 0.006 -0.016 -0.045
H -2.540580 1.904736 -2.414242 -0.053 -0.001 -0.029
H -3.158839 -2.218624 -3.313728 0.020 0.040 -0.005
H -0.158130 -2.786303 -0.179011 0.072 0.034 -0.042
H -0.063350 -3.050507 -1.921080 0.014 -0.018 0.004
H -0.210377 -4.442788 -0.832206 0.002 0.017 0.028
H -2.455111 -3.205749 1.050669 0.001 0.028 0.060
H -2.365129 -4.847666 0.395847 -0.035 -0.002 0.000
H -3.795536 -3.850727 0.093423 -0.002 0.001 0.017
H -1.952666 -4.038734 -3.149125 -0.067 -0.018 -0.043
H -3.578508 -4.133488 -2.431277 0.001 -0.047 -0.010
H -2.320484 -5.271049 -1.941159 0.012 -0.008 -0.026
H -2.529477 -1.470137 -5.389062 0.019 -0.001 -0.010
H -1.589106 0.025414 -5.354084 0.006 -0.008 -0.018
H -2.951525 -0.142172 -6.477081 0.007 -0.015 -0.001
H -4.912571 -1.499002 -4.452278 -0.020 -0.002 0.000
H -5.331053 -0.200766 -5.574056 -0.005 -0.006 0.004
H -5.624158 -0.002993 -3.837588 -0.019 -0.020 -0.008
H -2.679953 2.195369 -4.602065 -0.012 0.038 0.007
H -4.321106 2.171982 -3.921414 0.022 0.047 -0.007
H -4.066574 1.892698 -5.647477 -0.004 -0.004 0.004
H 3.827785 1.362546 -2.423846 -0.034 0.001 -0.010
H 4.759350 0.522007 0.706616 0.032 0.018 -0.003
H 5.300624 0.768151 -0.960597 0.015 -0.015 0.026
H 5.683132 -0.742202 -0.120142 0.029 0.027 0.001
H 3.049845 -1.264684 1.271073 -0.061 -0.012 0.049
H 4.066388 -2.400469 0.376650 0.001 0.027 -0.049
H 2.351712 -2.247263 -0.022555 -0.068 0.006 0.056
H 4.239970 -0.666247 -2.843059 -0.002 -0.031 -0.004
H 2.949180 -1.803084 -2.436948 0.000 0.009 -0.007
H 4.610987 -2.130667 -1.927301 0.007 0.008 -0.012
```
Forces are in eV/Å.

Relative energy (zero: lowest compared OMol25 entry of this formula, charge and spin) ... 0.0 kJ/mol
Expectation value of S² ... 2.010
Spin multiplicity ... 3
HOMO energy (spin up / spin down) ... -7.63 / -7.67 eV
Total energy ... -5514.4890 hartree
Largest force on an atom ... 1.94 eV/Å
Kohn-Sham gap (spin up / spin down) ... 8.036 / 8.209 eV
Total charge ... 0
LUMO level (spin up / spin down) ... 0.4089 / 0.5339 eV


# 3
# C3H11NS

A 2-piece molecular cluster, C3H11NS overall in a non-equilibrium geometry (ωB97M-V/def2-TZVPD, the Open Molecules 2025 dataset).

Structure (XYZ):
```
16
Properties=species:S:1:pos:R:3:forces:R:3
C 3.054644 0.171348 0.039405 -0.554 -0.779 1.505
S 1.991065 1.222938 1.137648 0.483 1.106 -0.184
H 2.605866 -0.817123 -0.067739 -0.106 0.068 -0.194
H 3.312590 0.576243 -0.931656 -0.264 0.381 0.044
H 3.933096 0.027232 0.669288 0.274 -0.037 -0.526
C -1.590250 -1.203290 0.350514 0.836 0.709 0.889
N -0.787742 -0.150680 -0.325252 -1.328 -1.127 -0.650
C -1.712812 0.908298 -0.737256 -0.093 0.531 0.513
H -2.043782 -0.669508 1.188776 -0.539 -0.245 -0.081
H -2.332030 -1.729456 -0.258314 -0.124 0.157 -0.096
H -0.959420 -1.924882 0.872822 0.254 -0.188 -0.389
H 0.935119 0.516955 1.621095 0.222 -0.587 -0.566
H -0.440503 -0.584498 -1.179791 0.316 0.221 0.139
H -2.392106 0.700922 -1.579242 0.390 -0.187 -0.195
H -1.165314 1.840989 -0.880170 0.047 -0.007 -0.361
H -2.408421 1.114512 0.079870 0.184 -0.017 0.151
```
Forces are in eV/Å.

Relative energy (zero: lowest compared OMol25 entry of this formula, charge and spin) ... 128.5 kJ/mol
Expectation value of S² ... 0.751
Spin multiplicity ... 2
HOMO energy (spin up / spin down) ... 1.29 / -4.91 eV
Total energy ... -573.7398 hartree
Largest force on an atom ... 1.86 eV/Å
Kohn-Sham gap (spin up / spin down) ... 2.404 / 8.672 eV
Total charge ... -1
LUMO level (spin up / spin down) ... 3.6969 / 3.7627 eV


# 4
# C4H8N2O3

C4H8N2O3 in the gas phase (ωB97M-V/def2-TZVPD, the Open Molecules 2025 dataset).

Structure (XYZ):
```
17
Properties=species:S:1:pos:R:3:forces:R:3
C -1.197561 1.668208 0.879204 -0.290 0.135 -0.005
C -1.139791 0.506928 -0.054106 0.378 0.214 -0.017
O -2.077831 -0.175172 -0.381486 -0.042 -0.058 -0.004
C 0.269159 0.167108 -0.541126 0.269 -0.861 -0.275
O 0.964089 1.331398 -0.842506 -0.053 0.407 0.056
N 0.340779 -0.857312 -1.591466 0.080 0.176 -0.149
N 0.729209 -1.878682 -0.614106 -0.182 -0.236 -0.004
C 0.975359 -0.864252 0.410994 0.059 0.072 -0.400
O 0.419599 -1.153802 1.638854 -0.135 -0.006 0.472
H -0.621011 1.420478 1.770184 0.062 -0.002 0.062
H -0.721611 2.525058 0.406974 0.004 0.071 0.047
H -2.226131 1.891528 1.147194 -0.027 -0.005 0.023
H 1.717939 1.102608 -1.400066 -0.128 -0.124 0.021
H -0.575321 -1.087842 -1.981276 0.123 0.036 0.290
H 1.543839 -2.395082 -0.937566 -0.044 0.234 0.062
H 2.022549 -0.596242 0.594504 -0.125 -0.001 -0.082
H -0.423271 -1.604932 1.495794 0.051 -0.051 -0.096
```
Forces are in eV/Å.

Relative energy (zero: lowest compared OMol25 entry of this formula, charge and spin) ... 282.1 kJ/mol
HOMO energy ... -9.20 eV
Total energy ... -492.3955 hartree
SMILES string ... CC(=O)[C@]1(O)NN[C@@H]1O
Largest force on an atom ... 0.94 eV/Å
Kohn-Sham gap ... 9.961 eV
Total charge ... 0
LUMO level ... 0.7624 eV